12
Properties=species:S:1:pos:R:3:nbo_charge:R:1 method="wB97M-V/def2-TZVPD" e_tot_ev=-12294.28771 smiles="C[C@@](O)(C#N)[N+](=O)[O-]" homo_energy_ev=-11.89 largest_force_ev_per_a=3.87 charge=0 lumo_ev=-0.21 orbital_gap_ha=0.42895
C 1.1888 -0.0263 0.5424 -0.646
C -0.0599 -0.1820 -0.2941 0.228
O 0.1504 -0.0216 -1.6790 -0.683
C -0.5242 -1.4819 0.0937 0.215
N -0.8248 -2.5736 0.2739 -0.236
N -1.0437 0.9550 0.1792 0.552
O -1.1747 1.1734 1.3409 -0.337
O -1.5258 1.5427 -0.7346 -0.365
H 1.6735 0.9575 0.5898 0.241
H 1.9203 -0.7216 0.1912 0.246
H 0.9389 -0.0356 1.6467 0.262
H -0.7187 0.4139 -2.1501 0.523